{"formula": "C9H8O2", "method": "ωB97M-V with the def2-TZVPD basis set", "elements": ["H", "H", "C", "C", "O", "C", "C", "C", "C", "H", "H", "H", "C", "H", "C", "H", "C", "O", "H"], "coordinates": [[-1.377965, -2.023597, -0.673122], [2.005438, 0.438401, -1.878085], [0.637400, -0.148724, -0.374614], [0.077396, 2.519630, 0.081025], [-1.236673, -1.065151, 2.337995], [1.097426, 2.117730, -0.830309], [-0.680781, 1.569275, 0.704467], [1.303137, 0.774316, -1.104394], [-0.435245, 0.220249, 0.412678], [-1.481280, 1.854716, 1.219135], [1.546139, 2.925579, -1.360412], [-0.710638, -3.118985, 0.513159], [-0.649549, -2.058611, 0.064519], [-0.159448, 3.529432, 0.259954], [0.724424, -1.588762, -0.485717], [1.518277, -1.957144, 0.154117], [-1.038561, -0.989403, 0.953997], [-2.280198, -1.016588, 1.398685], [1.140700, -1.982363, -1.393077]], "forces_ev_per_angstrom": [[-1.3390, -0.0189, -1.7685], [-0.1314, 0.3279, 0.3698], [-1.5114, 0.3506, -0.2553], [1.3586, -1.3999, -0.9097], [1.8898, -0.5969, 1.5314], [-1.6091, 0.4513, 0.6890], [2.2351, -2.0442, -2.3302], [1.7090, 1.4286, -0.8434], [1.0036, 1.6368, 0.7886], [-3.1568, 0.9485, 2.4523], [0.6913, 0.1383, -0.4888], [0.3153, 1.7238, -0.5201], [2.5304, -3.5036, 0.7008], [0.0460, 1.1741, 0.0051], [0.4281, -2.0624, 0.8217], [0.1139, -0.0061, 0.8730], [0.6025, 1.0766, 0.2713], [-4.4418, 0.4414, -0.2597], [-0.7340, -0.0657, -1.1272]], "de_lowest_kcal_mol": 93.6, "lumo_energy_ev": 0.91, "total_energy_ha": -498.08672, "orbital_gap_ev": 10.152, "smiles": "c1ccc2c(c1)CCC21OO1"}

---

{"formula": "C9H8O3", "method": "ωB97M-V with the def2-TZVPD basis set", "elements": ["C", "C", "H", "H", "H", "O", "C", "H", "H", "C", "H", "O", "H", "C", "C", "C", "H", "O", "C", "C"], "coordinates": [[-0.418471, 1.087810, -2.439628], [-0.159194, 0.378575, -1.320305], [-0.524863, -1.700755, -1.113030], [-0.598672, 0.780068, -3.453375], [-1.425189, 3.159319, -2.559639], [-1.207279, 0.993663, 2.319883], [1.279528, -0.943611, 0.232656], [2.124872, -0.196578, 0.060972], [-2.021645, 0.435660, 2.324021], [0.659769, -1.511100, 2.584577], [1.035603, -1.336239, -2.010289], [1.247580, -2.549389, 2.563837], [0.205897, -1.277510, 3.527494], [-0.937491, 2.252231, -1.972367], [0.428117, -0.958183, -1.119990], [-0.356000, 0.453492, 1.432010], [1.659789, -1.926617, 0.430014], [-0.974393, 2.305002, -0.670340], [-0.455727, 1.165869, -0.218192], [0.437769, -0.611706, 1.401690]], "forces_ev_per_angstrom": [[-1.8764, 1.6703, -2.0273], [1.5254, -1.3021, 3.4230], [2.2667, 1.1884, 0.4489], [0.7112, -0.1558, -0.2202], [1.2720, -2.1271, 1.5578], [-0.6058, -1.0963, 0.4117], [-0.3566, 0.4776, -2.6169], [-1.0125, -0.9528, 0.4034], [0.7325, 0.7001, 0.1519], [-1.1087, 0.6931, -0.2163], [-0.5945, 0.7230, 1.2615], [1.0613, -1.0344, -0.6827], [-0.6444, 0.9614, 0.7580], [-1.6850, 2.9593, -3.6251], [-0.6960, -2.4533, -0.1493], [-0.6795, 2.3874, -5.0984], [0.5534, -0.4165, -0.1103], [-0.3502, 1.2786, 2.2345], [0.9005, -3.3621, 2.5155], [0.5864, -0.1388, 1.5802]], "de_lowest_kcal_mol": 77.9, "lumo_energy_ev": 0.11, "total_energy_ha": -573.34221, "orbital_gap_ev": 8.461, "smiles": "O=CC1=C(O)c2occc2CC1"}

---

{"formula": "C9H8OS", "method": "ωB97M-V with the def2-TZVPD basis set", "elements": ["C", "C", "H", "C", "C", "S", "H", "H", "O", "C", "C", "H", "H", "H", "C", "C", "C", "H", "H"], "coordinates": [[2.036987, -2.285349, 0.085973], [-3.304078, -0.580553, -0.741567], [-4.057855, -0.940566, -1.484055], [-0.446319, 1.198056, 1.130493], [2.404548, -2.029527, -1.246734], [1.803520, -0.554892, -1.899707], [-1.162816, 3.094582, 0.546520], [-0.342854, 2.444605, -1.110794], [0.251786, 1.688464, -1.185996], [1.201679, -1.315774, 0.558665], [-1.181513, 2.383176, 1.305586], [0.721971, -1.246560, 1.528040], [2.289547, -2.992772, 0.767183], [-0.232603, 0.621019, 2.073361], [0.343421, 1.015288, -0.054732], [-2.403332, -0.061612, -0.192302], [0.940676, -0.300920, -0.343764], [-1.906068, 2.545972, 2.039651], [3.043303, -2.682637, -1.775820]], "forces_ev_per_angstrom": [[-0.2549, 1.8451, -2.9415], [-4.8408, -2.4727, -4.0001], [1.0087, 0.4300, 1.4186], [-0.2555, 2.6429, 1.6579], [-0.3367, 0.0132, 1.7358], [-0.6201, -0.9883, 2.1535], [-0.1697, 1.2020, -1.2700], [-0.1388, 0.1103, 0.0499], [0.1874, 0.9047, 0.7906], [-1.4310, 2.3595, 0.0029], [2.0952, -2.4130, -0.5096], [0.2897, -0.3807, 0.0249], [1.2160, -2.6734, 1.0319], [-0.4716, 0.0487, -1.6756], [-1.6211, -3.7557, -1.3186], [4.3011, 1.8618, 2.4921], [1.1619, 1.6139, -0.1287], [-0.6144, -0.0061, 1.3038], [0.4947, -0.3423, -0.8178]], "de_lowest_kcal_mol": 193.1, "lumo_energy_ev": [-1.61, -2.00], "total_energy_ha": -820.87848, "orbital_gap_ev": [6.462, 5.087]}

---

{"formula": "C9H9Br2NO3", "method": "ωB97M-V with the def2-TZVPD basis set", "elements": ["O", "C", "C", "H", "H", "H", "C", "Br", "C", "H", "O", "H", "H", "H", "N", "Br", "C", "O", "C", "C", "C", "C", "H", "H"], "coordinates": [[-1.993378, -2.995965, -0.258745], [-0.797292, 0.220798, 0.975126], [-0.887736, -1.060091, 0.502364], [1.469847, -3.342045, 0.710586], [-2.328478, 2.707451, -1.711934], [-2.080325, 1.736636, -3.232475], [-1.560932, 2.371366, -2.490461], [-1.895479, 1.747516, 1.071099], [1.642680, -2.193614, 0.583560], [1.930466, 1.668680, 0.863288], [0.488415, -1.054384, 2.469678], [2.777666, 0.371905, 1.746626], [2.659426, -1.792627, 1.000632], [1.867844, -2.028469, -0.556909], [-0.612869, 1.525633, -1.853476], [-3.609295, -0.817016, -0.403519], [0.558232, -1.353707, 1.138781], [0.891743, -0.280454, -1.801162], [0.667040, 0.006181, 1.508727], [0.135328, 0.615398, -1.899181], [1.808011, 0.941620, 1.680639], [-1.918894, -1.883946, 0.045861], [-0.946073, 3.267822, -2.727233], [1.734049, 1.621320, 2.638134]], "forces_ev_per_angstrom": [[0.5612, -2.4177, -0.0433], [0.6296, -0.2787, -0.4369], [1.9191, 1.8149, 2.2781], [0.5291, 2.1901, 0.1187], [0.9719, -0.5259, -1.0543], [0.2899, 1.1693, -0.2205], [-0.5448, 0.4674, 1.4308], [0.5838, -0.6324, 0.2941], [2.4977, -1.1717, -1.7052], [-0.3127, -0.4528, 0.0040], [0.1330, 0.0750, 1.7252], [-1.0417, 0.5034, 0.0516], [-1.8401, -1.2706, -0.1428], [-1.1680, -0.2225, 2.0866], [0.2103, -0.2661, 0.4973], [0.1130, 0.0098, 0.1019], [-0.5236, -1.6283, -3.2661], [0.1824, 0.0013, -0.2349], [-1.3577, 2.1873, 0.7125], [0.1149, -0.2856, 0.0583], [1.1829, 1.2869, 1.3667], [-1.9285, 1.4806, -1.0722], [-1.1047, -0.4601, -0.9036], [-0.0969, -1.5736, -1.6461]], "de_lowest_kcal_mol": 38.3, "lumo_energy_ev": -0.75, "total_energy_ha": -5776.71239, "orbital_gap_ev": 9.032, "smiles": "C[C@@]12O[C@]1(C)C(Br)=C2C(=O)Br.CN=C=O"}

---

{"formula": "C9H9BrO2", "method": "ωB97M-V with the def2-TZVPD basis set", "elements": ["H", "H", "H", "O", "C", "H", "C", "C", "C", "H", "Br", "C", "H", "H", "C", "H", "O", "C", "C", "C", "H"], "coordinates": [[-0.746342, 1.691605, 1.856441], [-0.618814, -2.424203, 2.406800], [-1.540726, -2.362494, -1.777820], [1.107243, 1.046190, -2.087110], [-0.377253, 0.000653, 0.099492], [-1.002214, -0.179858, -1.954212], [0.019795, 1.381916, 0.029217], [-0.048960, 2.201984, 1.175247], [-0.544653, -2.023950, 1.433952], [-0.022171, 2.678447, -1.494157], [3.488418, -0.122951, 0.123330], [-0.254929, -0.676056, 1.370849], [1.675535, 0.300083, -1.695661], [0.138274, -0.074319, 2.204275], [-1.007382, -2.716944, 0.314719], [1.762139, 2.539584, -0.724719], [0.522024, 3.276069, 1.370693], [-0.795312, -0.697154, -1.044989], [-1.144768, -2.026141, -0.859153], [0.698738, 1.937565, -1.120281], [-1.308649, -3.750033, 0.373082]], "forces_ev_per_angstrom": [[0.0032, 0.9862, 0.9307], [0.4425, -0.9091, 0.8181], [-0.5103, -1.5479, -0.4930], [0.0426, -0.8946, -0.3132], [0.5658, 1.0511, 0.8532], [0.1765, 0.0554, -0.4962], [2.2173, -2.7386, -1.9577], [-0.0283, 2.4890, 2.9514], [-0.4456, 0.9860, 0.0290], [0.4449, 0.3633, -0.5604], [-0.8099, 0.1509, -0.1665], [-0.0421, 0.7278, -1.2198], [-0.3750, 1.4259, -0.0173], [-0.3369, -0.8158, -0.2175], [0.1100, 0.3692, 0.4863], [-3.2827, -1.2180, -0.5523], [-1.2120, -2.1740, -0.5306], [-0.2466, -0.4457, 1.9444], [0.1877, 1.4714, -1.7073], [3.0839, 0.7847, 0.1114], [0.0152, -0.1173, 0.1075]], "de_lowest_kcal_mol": 16.6, "lumo_energy_ev": [-3.90, -4.02], "total_energy_ha": -3072.68798, "orbital_gap_ev": [3.851, 3.637]}

---

{"formula": "C9H9CaO6", "method": "ωB97M-V with the def2-TZVPD basis set", "elements": ["O", "H", "O", "C", "H", "H", "C", "H", "H", "O", "H", "O", "H", "C", "C", "C", "C", "C", "O", "Ca", "H", "H", "C", "C", "O"], "coordinates": [[-2.514002, 0.428922, -3.379547], [0.708294, 3.348436, 2.126551], [0.482096, 0.790694, 0.494308], [0.582131, -0.179736, -3.945526], [1.953390, 0.210725, 1.811989], [-0.609723, 0.925180, 3.247364], [-1.621360, -1.364797, -0.258989], [-1.140495, 2.108873, 0.117190], [1.082187, 1.567968, 3.577989], [-0.701637, -3.366345, -2.543843], [-1.048149, 2.962839, 2.316185], [-2.219612, -2.159491, 0.320626], [1.837784, -4.172093, -1.119254], [0.320393, 1.325899, 2.806928], [0.228219, -2.814400, -2.045739], [-0.130020, 2.159161, 0.545188], [-1.642909, 0.209279, -2.672949], [-0.068617, 2.586776, 1.998471], [0.505375, 0.024267, -5.068454], [0.476926, -0.230693, -1.454940], [0.490109, -0.723698, 2.035093], [0.455381, 2.776993, -0.140006], [0.862402, 0.301034, 1.828141], [1.001874, -3.514583, -0.865279], [0.709962, -3.201213, 0.268503]], "forces_ev_per_angstrom": [[2.3205, -0.7425, 2.0452], [-0.3891, 0.0083, -0.0242], [-0.4668, 0.5999, 0.4366], [0.3506, 0.9370, -3.7598], [-0.1097, 0.2822, 0.1403], [0.6609, 0.1380, 0.1942], [-1.9703, -3.0456, 2.3367], [0.0718, -0.2615, 0.3698], [-0.7688, -0.2419, -0.3288], [-1.2519, -0.7340, -1.0772], [0.4439, 0.1030, 0.0234], [1.7905, 2.8053, -1.9716], [0.4057, -0.3448, 0.1673], [-0.4029, 0.0275, 0.4194], [1.6395, 1.1866, 1.9116], [0.3743, -0.9036, -0.3318], [-3.3343, 1.0812, -2.4219], [0.3290, 0.0981, 0.0890], [0.1891, -0.8614, 2.9018], [0.3538, -1.4224, 0.2648], [-0.1771, 0.6115, -0.5670], [0.1364, 0.0716, 0.2503], [0.4089, -0.1153, -0.0829], [-0.8963, 0.3349, -1.0678], [0.2923, 0.3877, 0.0828]], "charge": 1, "lumo_energy_ev": -4.70, "total_energy_ha": -1477.08872, "orbital_gap_ev": 5.279}

---

{"formula": "C9H9F3N2", "method": "ωB97M-V with the def2-TZVPD basis set", "elements": ["C", "C", "C", "C", "H", "N", "F", "F", "H", "H", "C", "C", "H", "N", "C", "H", "H", "H", "F", "H", "C", "H", "C"], "coordinates": [[2.218412, -1.053839, -0.846349], [1.863436, -1.166379, 1.522156], [-2.314181, -1.143434, -0.037292], [2.658924, -1.423933, 0.445500], [0.648934, -0.136828, -1.906428], [-1.738067, 0.851618, 1.082504], [-2.060531, -1.986312, -1.052520], [-2.100329, -1.785371, 1.177835], [2.097612, -1.320188, 2.462619], [-0.241648, -0.744581, 2.170414], [0.082830, -0.456578, 0.056464], [-2.638020, 1.712829, 0.981315], [3.652930, -1.883784, 0.701788], [-1.542364, 0.730868, -1.417130], [0.524996, -0.804821, 1.290747], [-2.797144, 2.459103, 1.894101], [-3.224466, 2.004463, 0.202171], [-1.480499, 0.270871, -2.287172], [-3.616165, -0.817323, -0.082688], [-0.835219, 1.451948, -1.267088], [1.017417, -0.459600, -0.989002], [2.759623, -1.188366, -1.673011], [-1.370723, 0.042061, -0.148797]], "forces_ev_per_angstrom": [[-0.3425, -0.0422, 3.5976], [-2.9738, 0.4816, -4.0443], [0.2372, -0.6902, 0.8096], [1.5933, -0.2331, -0.1072], [-0.0982, 0.4338, -1.7109], [0.8147, -0.2347, -1.2725], [-0.3011, -0.3366, 0.3573], [-0.5851, 0.3132, -1.7696], [1.6388, -0.9637, 4.3821], [1.8305, -0.0830, -1.6786], [-0.2117, 0.8305, -0.3755], [0.9957, 2.1255, 4.2473], [-0.9393, 0.5939, -0.9157], [-0.2407, 1.8779, 2.7306], [-1.1656, 0.2540, 2.9359], [0.2564, -1.9310, -1.4577], [-1.3850, 0.2238, -2.7995], [0.3373, -0.9185, -0.5841], [0.4728, -0.1558, -0.0504], [-0.3347, 0.1636, -1.2505], [-1.9636, -0.5549, 1.1437], [2.4503, -0.5693, -2.9254], [-0.0858, -0.5847, 0.7377]], "de_lowest_kcal_mol": 0.0, "lumo_energy_ev": 0.84, "total_energy_ha": -757.40267, "orbital_gap_ev": 10.241, "smiles": "C=N[C@@](N)(c1ccccc1)C(F)(F)F"}

---

{"formula": "C9H9I2MnNO4STl", "method": "ωB97M-V with the def2-TZVPD basis set", "elements": ["O", "C", "H", "N", "C", "H", "O", "H", "O", "C", "H", "Mn", "I", "H", "C", "C", "H", "S", "H", "O", "C", "Tl", "C", "H", "H", "I", "C", "C"], "coordinates": [[-2.328640, -2.297640, -0.185270], [-1.508729, -1.844479, 0.525501], [1.148250, 1.177690, -3.443740], [2.288956, -0.041052, 4.090926], [-1.142785, -1.883386, 3.051920], [-1.291077, -0.346486, -2.789399], [-1.595035, 2.536050, 4.404242], [2.014843, -1.563114, -2.131973], [-1.767857, -2.416152, 3.888462], [1.451890, -0.175016, 3.294300], [1.199487, 2.056111, -1.885087], [-0.091649, -1.556308, 1.595064], [1.196976, -3.488818, 1.437047], [2.461553, 0.864012, -2.270407], [-0.943582, 0.268265, -1.952447], [-1.782173, 2.058740, 0.500854], [0.715669, -1.441316, -3.359495], [1.154128, -0.250785, -0.021072], [0.394259, -2.190315, -1.771607], [-2.547116, 2.691684, -0.049252], [-1.058876, 1.967104, 3.556808], [0.262896, 1.207067, 1.908507], [0.541607, -0.019033, -1.755039], [-1.107958, 1.316391, -2.225884], [-1.565365, 0.011339, -1.101462], [1.566580, 3.668401, 1.364480], [0.941261, -1.402920, -2.296923], [1.392480, 1.093954, -2.379049]], "forces_ev_per_angstrom": [[4.4415, 2.8850, 4.1328], [-6.9051, -4.0269, -6.0927], [-0.0515, -0.0862, 0.1297], [-0.3163, -0.0282, -0.2929], [-5.4645, -4.5728, 7.3827], [-0.0499, 0.1654, 0.0619], [2.4721, -2.7426, -3.9484], [-0.0967, -0.1835, -0.3808], [3.3875, 3.3914, -4.5166], [-0.6751, -0.5977, -0.7052], [-0.0498, -0.1365, -0.2899], [4.7851, 3.6280, -0.5832], [0.9696, -1.5176, -0.1872], [-0.1847, 0.1395, -0.2614], [-0.0879, -0.0022, -0.1202], [-2.2662, 1.9333, -1.4931], [0.0379, 0.0847, -0.2358], [-0.4864, -0.7895, 0.4452], [-0.0921, -0.0935, -0.3141], [1.8926, -1.6543, 1.3865], [-3.3211, 3.2571, 5.0878], [1.1759, 1.0077, -0.1776], [-0.5358, 0.3238, -1.0049], [-0.0111, -0.2062, 0.1343], [-0.1623, 0.0083, 0.0668], [0.2351, 0.2130, 0.0821], [0.6120, -0.3839, 0.9108], [0.7470, -0.0156, 0.7833]], "charge": 4, "lumo_energy_ev": [-19.02, -18.42], "total_energy_ha": -3019.03350, "spin_multiplicity": 5, "orbital_gap_ev": [5.381, 6.106]}